1.
The following is a quantum chemistry calculation of a 2-piece molecular cluster, C4H6N2 overall, from OMol25.

Results
frontier orbital gap (alpha / beta)	0.344 / 0.344	Eh
highest occupied orbital energy (alpha / beta)	-9.10 / -9.10	eV

Structure (XYZ):
```
12
Properties=species:S:1:pos:R:3:forces:R:3
C -1.51336 -0.03107 -1.15980 -1.6 2.0 -2.0
C -0.31225 -1.01158 -1.12670 0.4 0.0 -0.1
N -0.08782 -0.99921 0.14628 -1.7 -0.8 0.7
C -1.51223 -0.71588 0.10445 0.0 -0.6 -0.4
H -1.11362 1.02041 -1.14287 -0.1 -1.3 -0.1
H -2.30316 -0.12959 -2.00661 1.1 0.0 1.8
H -2.37993 -1.39227 0.39121 1.6 0.5 -0.1
C 2.06987 0.57669 0.59963 -2.2 2.2 -0.5
N 1.32711 1.30685 1.32882 1.0 -1.1 2.7
H 2.35691 -0.33215 1.01169 1.5 -1.7 -0.2
H 2.03882 0.92098 -0.42228 0.9 -0.7 -0.6
H 1.42966 0.78683 2.27617 -1.0 1.6 -1.3
```
Positions in Å, forces in eV/Å.


2.
The following is a quantum chemistry calculation of C4H31Co2InNO19P2 as an isolated structure, from OMol25.

Results
frontier orbital gap (alpha / beta)	0.323 / 0.279	Eh
highest occupied orbital energy (alpha / beta)	-9.36 / -9.36	eV
expectation value of S²	15.7729
multiplicity	8

Structure (XYZ):
```
60
Properties=species:S:1:pos:R:3:forces:R:3
Co 1.01802 2.04404 -1.03035 -0.1 0.6 0.1
Co -0.61351 -1.07156 -1.97589 0.3 -0.6 -0.7
In -2.26841 3.11796 -2.98862 0.3 -1.2 0.0
P -1.18489 0.81430 -0.32107 -2.4 0.3 0.3
O 0.20835 0.24522 -0.61576 2.3 -2.1 1.0
O -0.87041 2.29034 -0.47661 -0.6 2.1 0.6
O -1.89521 0.47294 0.99966 1.5 -0.3 -2.0
O -1.91140 0.36159 -1.61574 -1.1 0.3 0.3
P 0.31690 0.95068 -4.01919 -1.7 -1.0 -1.5
O 0.39326 1.97374 -2.87817 0.8 0.1 0.2
O 1.16056 1.30185 -5.24984 -0.2 -0.2 0.7
O -1.09598 1.16285 -4.68910 0.4 0.4 0.3
O 0.36905 -0.53625 -3.55663 0.7 1.2 0.3
C 3.61163 -2.54905 0.31720 0.2 0.3 -0.3
C 2.75361 -2.22303 1.55363 0.0 0.1 0.0
C 3.20332 -1.02785 2.42827 1.3 0.1 -0.3
O 4.60345 -0.95969 2.78306 -0.7 1.3 -0.7
C 5.06338 -1.87242 3.70723 0.9 -1.6 -0.5
N 1.37055 -1.95835 1.11221 0.1 -0.2 0.1
H 3.20655 -3.33926 -0.31493 -0.3 -0.7 0.6
H 4.66527 -2.77458 0.48172 0.0 0.1 0.3
H 3.54745 -1.75991 -0.43195 0.3 0.7 0.4
H 2.66863 -3.06134 2.24510 0.3 -0.4 -0.2
H 2.64386 -0.95658 3.36103 -0.4 -0.2 -0.1
H 3.06534 -0.11750 1.84490 -0.2 0.1 0.1
H 5.07249 -2.82719 3.18147 -0.6 -0.8 0.6
H 4.60214 -1.88445 4.69476 -0.5 0.0 -0.1
H 6.13726 -1.80040 3.87959 0.1 1.0 0.0
H 1.20211 -2.62890 0.37593 -0.4 -0.5 0.2
H 1.28580 -1.11162 0.56819 0.3 0.7 0.0
O -4.19921 -0.78656 -1.54390 -1.3 -1.0 -0.2
H -4.36347 -0.81032 -0.60120 -0.2 0.1 0.2
H -3.37425 -0.30912 -1.63180 1.3 0.4 0.3
O -4.49192 1.15355 -3.35780 0.3 0.9 -0.6
H -4.45639 0.34874 -2.84083 -0.3 -0.5 0.7
H -5.11770 0.96255 -4.05648 -0.1 0.1 -0.2
O 1.14839 4.15351 -1.50543 0.3 0.3 0.2
H 0.65562 4.40726 -2.28582 -0.2 -0.3 -0.5
H 1.49298 4.97735 -1.16077 0.2 0.1 0.3
O 0.23846 0.45402 2.55282 1.4 0.8 0.7
H 0.45000 -0.43467 2.26697 0.0 -0.7 -0.1
H -0.56408 0.67368 2.07964 -1.0 -0.1 -0.2
O -1.32044 -2.30651 -0.38744 1.1 -0.5 -1.1
H -1.90467 -2.09079 0.33945 -0.9 0.2 0.9
H -1.06483 -3.21513 -0.22838 0.1 -0.2 0.1
O 1.69688 2.19180 0.99443 0.8 0.8 -1.1
H 2.06381 2.89466 1.53071 0.2 0.3 -0.1
H 1.32076 1.57913 1.62641 -1.0 -1.3 0.9
O -3.68092 2.02368 1.99904 -1.4 -0.1 0.6
H -3.30558 2.88378 1.81039 0.1 0.3 0.1
H -2.96927 1.40778 1.82452 0.2 -0.1 -0.2
O -1.92571 -2.28397 -2.98718 -0.1 -0.5 -0.6
H -2.24036 -3.17726 -2.84834 0.0 -0.2 0.4
H -2.45005 -1.95566 -3.71760 0.0 0.5 -0.3
O -2.85317 -1.87571 1.68302 -0.4 -1.0 0.3
H -3.71453 -1.84823 2.09961 -0.2 -0.2 0.1
H -2.62408 -0.95669 1.54466 0.5 1.3 0.0
O -1.93470 3.84758 1.32652 -0.1 1.2 0.7
H -1.46309 3.19052 0.81458 0.4 -0.6 -0.8
H -1.37776 4.62522 1.29022 0.0 0.2 0.1
```
Positions in Å, forces in eV/Å.


3.
The following is a quantum chemistry calculation of C21H51B3IO13PS as an isolated structure, from OMol25.

Results
frontier orbital gap	0.329	Eh
highest occupied orbital energy	-9.20	eV

Structure (XYZ):
```
91
Properties=species:S:1:pos:R:3:forces:R:3
C 7.14073 0.53591 2.85832 -0.3 0.5 0.0
C 5.68301 0.93839 2.69330 0.0 -0.3 -0.7
C 5.22509 0.85579 1.21596 0.1 0.2 0.6
I 5.56760 2.72933 0.22892 -0.1 -0.1 -0.2
B 3.73808 0.42892 1.09569 0.5 0.8 -1.0
O 3.41116 -0.61231 0.24045 0.5 -0.4 0.6
B 2.50766 -1.40619 0.88807 -0.6 -0.2 -0.7
S 2.94713 -3.11875 1.40767 0.1 -0.6 -0.6
O 1.29042 -0.79649 1.17010 0.5 -0.7 0.8
B 1.54989 0.30725 1.92852 -0.9 0.9 0.4
P 0.12101 0.97362 3.06984 -0.5 0.2 -0.3
O -0.65146 2.04869 2.40220 -0.1 0.5 -0.2
O 2.73643 0.98336 1.87044 0.2 -0.4 0.3
H 7.36443 -0.32653 2.24344 0.1 -0.3 0.0
H 7.77690 1.35899 2.54597 0.2 0.0 0.0
H 7.34320 0.31684 3.89987 0.2 -0.1 0.2
H 5.52531 1.95411 3.02736 -0.2 0.1 0.4
H 5.04988 0.26637 3.27186 -0.1 0.0 0.2
H 5.83642 0.13738 0.69120 0.2 -0.1 -0.3
H 3.16204 -2.93228 2.71013 -0.3 0.4 0.2
H 0.66212 1.34415 4.31905 0.1 -0.3 0.1
H -0.68987 -0.14601 3.34612 0.3 -0.2 0.3
C -0.66078 -0.74052 -2.12645 0.0 -0.1 -0.1
O -1.29732 -1.99664 -2.06150 -0.1 0.1 0.1
C -0.92479 -2.71848 -0.90122 0.0 0.0 -0.3
C -1.92820 -3.80947 -0.60557 0.0 -0.1 0.1
O -3.09137 -3.35150 0.06590 0.0 0.0 0.0
C -4.05265 -2.65227 -0.71187 0.0 0.0 0.1
C -4.89916 -3.54438 -1.58937 0.0 0.1 -0.2
O -4.19889 -3.90400 -2.76908 0.1 -0.1 0.1
C -4.76243 -5.03352 -3.39442 0.0 0.1 0.0
H 0.43145 -0.84966 -2.14477 0.0 0.0 0.0
H -0.98050 -0.25557 -3.04619 0.0 0.0 0.0
H -0.94605 -0.10997 -1.27621 0.1 0.0 0.0
H -0.85568 -2.04471 -0.03915 0.0 0.0 0.0
H 0.06328 -3.17116 -1.08231 0.0 0.0 0.2
H -1.45854 -4.50797 0.09064 0.0 0.0 0.0
H -2.18221 -4.36017 -1.51329 0.0 0.1 -0.1
H -3.58708 -1.85809 -1.29837 0.0 -0.1 -0.1
H -4.71715 -2.18390 0.01675 0.0 0.0 0.0
H -5.81256 -3.00358 -1.87530 -0.1 -0.1 0.1
H -5.18135 -4.44278 -1.02718 0.0 0.0 0.0
H -4.71803 -5.90992 -2.73700 -0.1 0.0 0.0
H -4.18198 -5.23802 -4.29173 0.0 0.0 0.0
H -5.80601 -4.85189 -3.67955 0.0 -0.1 0.0
C -11.22710 -4.95809 -0.17420 0.1 0.0 0.0
O -10.78137 -4.48476 -1.42391 -0.1 0.2 0.0
C -11.67773 -4.81380 -2.47095 0.2 0.0 0.1
C -11.42940 -3.94668 -3.68377 -0.1 0.0 -0.1
O -12.01102 -2.65439 -3.59809 0.0 0.0 0.0
C -11.35906 -1.70692 -2.76565 -0.1 0.1 0.0
C -10.10532 -1.11859 -3.37003 0.2 0.0 0.1
O -9.01427 -2.01033 -3.22682 -0.1 -0.1 -0.1
C -7.95460 -1.70514 -4.10390 0.0 0.0 0.1
H -11.33663 -6.04911 -0.17831 0.0 0.0 0.0
H -10.48125 -4.68169 0.56805 0.0 0.0 0.0
H -12.18479 -4.50018 0.10032 0.0 -0.1 0.0
H -12.71476 -4.67992 -2.13950 0.0 0.0 0.0
H -11.52650 -5.86756 -2.74591 -0.1 0.0 0.0
H -11.92514 -4.42092 -4.53332 0.0 0.0 0.0
H -10.36242 -3.88827 -3.90690 0.0 0.0 0.1
H -11.15528 -2.12084 -1.77623 0.1 0.0 0.0
H -12.07904 -0.89463 -2.64717 0.0 0.0 0.0
H -9.86395 -0.17829 -2.85378 -0.1 0.1 -0.1
H -10.28336 -0.90305 -4.43074 0.0 0.0 0.0
H -8.27403 -1.78858 -5.14940 0.0 0.1 0.0
H -7.16031 -2.42686 -3.92249 0.0 0.0 0.0
H -7.56717 -0.69612 -3.91968 0.0 0.0 -0.1
C 8.52271 7.72590 4.67223 0.1 0.0 0.0
O 9.40888 6.98315 3.86738 -0.2 -0.1 -0.1
C 9.67769 5.70256 4.40928 0.1 0.2 0.0
C 10.24479 4.78052 3.35437 0.0 -0.1 0.0
O 9.26348 4.21147 2.50050 0.0 0.0 0.0
C 8.71812 5.05320 1.49320 -0.1 -0.1 0.0
C 9.63308 5.26544 0.31040 0.0 0.2 0.0
O 10.61706 6.24262 0.60037 0.1 -0.1 0.1
C 11.70676 6.18035 -0.29005 -0.1 0.1 0.0
H 8.93149 7.87743 5.67832 0.0 0.0 0.0
H 8.38207 8.69546 4.19938 0.0 0.0 0.0
H 7.54964 7.22634 4.74913 0.0 0.0 0.1
H 8.75876 5.26163 4.81539 0.0 0.0 0.0
H 10.40912 5.81028 5.22317 -0.1 -0.1 0.1
H 10.69597 3.93005 3.87008 0.0 0.0 0.0
H 11.02796 5.28044 2.78140 0.0 0.1 0.0
H 8.38694 6.00666 1.90920 0.1 0.1 0.0
H 7.83779 4.51665 1.13631 0.0 0.0 0.0
H 9.03649 5.60825 -0.54755 0.0 -0.1 0.0
H 10.11002 4.31255 0.04940 0.0 0.0 0.0
H 12.21472 5.21091 -0.22260 0.0 0.0 -0.1
H 12.40733 6.96382 -0.00928 0.0 0.0 0.0
H 11.38444 6.34669 -1.32490 0.0 0.0 0.0
```
Positions in Å, forces in eV/Å.


4.
The following is a quantum chemistry calculation of C6H8AgLiO6 as an isolated structure, from OMol25.

Results
frontier orbital gap	0.175	Eh
highest occupied orbital energy	-5.68	eV

Structure (XYZ):
```
22
Properties=species:S:1:pos:R:3:forces:R:3
O -2.30353 1.69107 1.50285 -1.4 0.2 0.4
C -2.48086 1.30435 0.23948 5.6 -2.4 -0.8
C -2.30033 3.12545 1.57731 -0.3 0.1 0.1
O -2.21582 2.32399 -0.60533 -1.3 0.5 -0.2
C -2.01935 3.54378 0.13053 -0.1 0.1 -0.1
H -1.52005 3.43156 2.27982 -0.2 -0.2 -0.2
H -3.28218 3.45677 1.93596 0.3 0.0 -0.1
H -0.98570 3.87494 -0.02377 -0.3 -0.1 0.0
H -2.71684 4.29576 -0.25026 0.2 -0.1 0.1
O -2.17621 0.14771 -0.11469 -3.0 2.3 0.5
Li -1.17319 -0.48852 -1.62161 0.2 -0.5 0.9
C -0.06303 -1.74549 -0.25020 -0.5 0.6 -0.3
C 1.16192 -2.41035 -0.78164 1.1 -0.7 -0.5
O 2.38741 -1.83445 -0.18897 0.1 0.1 0.0
C 3.57450 -2.41805 -0.42025 -1.1 -0.7 1.1
O 3.65829 -3.37546 -1.23496 0.5 -0.1 -0.7
O 4.51678 -2.06053 0.33991 0.8 0.4 -0.4
H 0.20819 -1.04549 0.56339 -0.1 -0.3 -0.2
H -0.72807 -2.52634 0.16679 0.2 0.5 0.1
H 1.29859 -2.32489 -1.86987 0.1 0.0 0.2
H 1.17917 -3.48871 -0.55715 0.1 0.2 -0.1
Ag 5.98032 -3.47711 -0.81736 -0.8 0.3 0.2
```
Positions in Å, forces in eV/Å.